Entry one
The following is a DFT calculation (ωB97M-V/def2-TZVPD) of a 2-piece molecular cluster, C5H15NO overall.

Bonds (Å) are listed after each position.
Atoms and positions in Å:
1 C -0.0033 1.5103 2.2467  C2 1.516, H7 1.082, H8 1.090, H9 1.093
2 C -0.9745 0.7039 1.4065  C1 1.516, C3 1.524, H10 1.093, H11 1.100
3 C -0.6273 0.6182 -0.0748  C2 1.524, N4 1.460, H12 1.090, H13 1.100
4 N 0.7009 0.0319 -0.2245  C3 1.460, C5 1.439, C6 1.462
5 C 0.7622 -1.3994 -0.0886  N4 1.439, H14 1.093, H15 1.105, H16 1.088
6 C 1.4749 0.5170 -1.3663  N4 1.462, H17 1.086, H18 1.093, H19 1.097
7 H 0.8386 0.9323 2.6030  C1 1.082
8 H 0.3604 2.4234 1.7759  C1 1.090
9 H -0.5165 1.8840 3.1361  C1 1.093
10 H -2.0107 1.0141 1.5624  C2 1.093
11 H -1.0671 -0.3347 1.7572  C2 1.100
12 H -0.6229 1.5714 -0.6030  C3 1.090
13 H -1.4009 0.0182 -0.5764  C3 1.100
14 H 1.7336 -1.7535 0.2672  C5 1.093
15 H 0.6783 -1.9085 -1.0655  C5 1.105
16 H -0.0487 -1.7864 0.5258  C5 1.088
17 H 0.9698 1.3096 -1.9101  C6 1.086
18 H 2.4652 0.8093 -1.0074  C6 1.093
19 H 1.7024 -0.3215 -2.0355  C6 1.097
20 O -1.8224 -1.8906 -2.3003  H21 0.962, H22 0.965
21 H -1.2950 -2.6925 -2.2302  O20 0.962
22 H -1.2970 -1.2564 -1.7984  O20 0.965

The gap between HOMO and LUMO is 9.282 eV. The SMILES is CCCN(C)C.O. The HOMO energy is -8.40 eV.

Entry two
The following is a DFT calculation (ωB97M-V/def2-TZVPD) of a 2-piece molecular cluster, C5H15NO overall.

Bonds (Å) are listed after each position.
Atoms and positions in Å:
1 C 1.5437 -1.4138 -0.8750  N2 1.444, H7 1.084, H8 1.082, H9 1.089
2 N 0.1402 -1.0938 -0.9944  C1 1.444, C3 1.470, H10 1.006
3 C -0.4252 -0.3028 0.1077  N2 1.470, C4 1.547, H11 1.096, H12 1.091
4 C -1.5898 0.5982 -0.3656  C3 1.547, C5 1.535, C6 1.516, H13 1.097
5 C -1.1531 1.3648 -1.6216  C4 1.535, H14 1.089, H15 1.089, H16 1.092
6 C -1.9762 1.5419 0.7555  C4 1.516, H17 1.092, H18 1.089, H19 1.086
7 H 1.8068 -2.3266 -1.3972  C1 1.084
8 H 2.1143 -0.5949 -1.2934  C1 1.082
9 H 1.8186 -1.5546 0.1687  C1 1.089
10 H -0.5267 -1.8102 -1.2269  N2 1.006
11 H -0.7189 -0.9669 0.9284  C3 1.096
12 H 0.3312 0.4280 0.3970  C3 1.091
13 H -2.4276 -0.0437 -0.6637  C4 1.097
14 H -1.8466 2.1915 -1.7668  C5 1.089
15 H -0.1735 1.8199 -1.4856  C5 1.089
16 H -1.1426 0.7405 -2.5175  C5 1.092
17 H -2.1103 0.9688 1.6754  C6 1.092
18 H -1.1506 2.2116 0.9934  C6 1.089
19 H -2.8173 2.1930 0.5354  C6 1.086
20 O 3.5204 -0.9334 2.8348  H21 0.964, H22 0.967
21 H 3.6305 -1.4707 3.6277  O20 0.964
22 H 3.1528 -1.5470 2.1838  O20 0.967

The gap between HOMO and LUMO is 9.284 eV. The SMILES is CNCC(C)C.O. The HOMO energy is -8.48 eV.

Which of them is the least stable? Correct choice: entry one.

Entry one
The following is a DFT calculation (ωB97M-V/def2-TZVPD) of a 2-piece molecular cluster, C4H6NO overall.

Bonds (Å) are listed after each position.
Atoms and positions in Å:
1 C -2.7247 -1.6747 1.2996  C2 1.197, H7 1.052
2 C -2.0063 -0.9459 0.6795  C1 1.197, H10 1.071
3 C 1.2897 1.5629 0.3417  N5 1.322, H8 1.073, H9 1.077
4 C 0.4575 -0.0576 -1.1361  N5 1.351, H11 1.084, H12 1.083
5 N 0.5271 1.2121 -0.6802  C3 1.322, C4 1.351, O6 1.299
6 O -0.2492 2.1064 -1.2151  N5 1.299
7 H -3.3574 -2.2990 1.8630  C1 1.052
8 H 1.1631 2.5336 0.7822  C3 1.073
9 H 1.9112 0.8250 0.8208  C3 1.077
10 H -1.2834 -0.4295 0.0806  C2 1.071
11 H 1.2749 -0.7121 -0.8560  C4 1.084
12 H 0.0745 -0.1665 -2.1430  C4 1.083

The gap between HOMO and LUMO is 5.988 eV. Its total charge is -1. The HOMO energy is -2.05 eV.

Entry two
The following is a DFT calculation (ωB97M-V/def2-TZVPD) of an isolated ion of composition C4H6NO and charge -1.

Bonds (Å) are listed after each position.
Atoms and positions in Å:
1 C 1.7430 0.1850 -0.2089  C2 1.533, H7 1.158, H8 1.112, H9 1.152
2 C 0.2579 0.1869 0.1707  C1 1.533, C3 1.322, C6 1.521
3 C -0.6630 1.1181 0.3513  C2 1.322, N4 1.815, H10 1.054
4 N -2.0548 -0.0395 0.4879  C3 1.815, O5 1.312, C6 1.633
5 O -2.8906 -0.0136 -0.5224  N4 1.312
6 C -0.7357 -0.9639 0.2196  C2 1.521, N4 1.633, H11 1.096, H12 1.097
7 H 2.4519 0.7115 0.5406  C1 1.158
8 H 1.8561 0.6714 -1.2024  C1 1.112
9 H 2.0770 -0.8942 -0.4323  C1 1.152
10 H -0.5178 2.1619 0.3566  C3 1.054
11 H -0.7989 -1.4086 -0.7800  C6 1.096
12 H -0.7250 -1.7152 1.0193  C6 1.097

The gap between HOMO and LUMO is 5.563 eV. Its total charge is -1. The SMILES is CC1=CN([O-])C1. The HOMO energy is -1.51 eV.

Entry three
The following is a DFT calculation (ωB97M-V/def2-TZVPD) of a 2-piece molecular cluster, C4H6NO overall.

Bonds (Å) are listed after each position.
Atoms and positions in Å:
1 C -1.0059 -0.0200 -0.0009  C2 1.318, C3 1.319
2 C -0.8555 -1.3120 -0.2141  C1 1.318, H7 1.135, H8 1.072
3 C -1.8948 0.8512 0.4364  C1 1.319, H9 0.993, H10 1.085
4 C 1.1883 0.5451 -0.5526  N5 1.262, H11 1.076
5 N 2.0660 0.2719 0.3117  C4 1.262, O6 1.295, H12 1.057
6 O 3.2627 -0.2220 0.3601  N5 1.295
7 H 0.0455 -1.5046 -0.8774  C2 1.135
8 H -1.6852 -1.9308 -0.4927  C2 1.072
9 H -1.9229 1.6956 -0.0863  C3 0.993
10 H -2.3995 0.7843 1.3941  C3 1.085
11 H 1.2986 0.1669 -1.5539  C4 1.076
12 H 1.9026 0.6746 1.2756  N5 1.057

The gap between HOMO and LUMO is 6.898 eV. Its total charge is -1. The HOMO energy is -2.61 eV.

Entry four
The following is a DFT calculation (ωB97M-V/def2-TZVPD) of an isolated ion of composition C4H6NO and charge -1.

Bonds (Å) are listed after each position.
Atoms and positions in Å:
1 C 0.3972 -0.3474 0.5865  C3 1.505, C4 1.510, H7 1.123
2 C 0.4865 -0.6251 3.2084  N5 1.258
3 C -0.2993 0.6950 1.4198  C1 1.505, N5 1.434, H8 1.108, H9 1.129
4 C -0.0519 -0.6688 -0.8194  C1 1.510, H10 1.164, H11 1.115, H12 1.065
5 N 0.1139 0.4968 2.7781  C2 1.258, C3 1.434, O6 1.281
6 O 0.0121 1.5601 3.4855  N5 1.281
7 H 1.5175 -0.3525 0.6690  C1 1.123
8 H -0.0373 1.7498 1.2064  C3 1.108
9 H -1.4009 0.5140 1.2505  C3 1.129
10 H 0.8785 -1.1266 -1.3473  C4 1.164
11 H -0.3819 0.1453 -1.5069  C4 1.115
12 H -0.8180 -1.4047 -0.8936  C4 1.065

The gap between HOMO and LUMO (alpha / beta) is 7.091 / 5.959 eV. Its total charge is -1. The HOMO energy (alpha / beta) is -3.06 / -1.95 eV.

Which of them is the least stable? Correct choice: entry three.

Entry one
The following is a DFT calculation (ωB97M-V/def2-TZVPD) of one molecule with the formula C3H5FOS.

Bonds (Å) are listed after each position.
Atoms and positions in Å:
1 C 0.0783 -0.4316 -0.3157  C3 1.529, H7 1.108, H8 1.077, H11 1.009
2 C -2.6820 -0.7672 0.0425  O4 1.449, F5 1.409, S6 1.779
3 C -0.3707 0.8351 0.4129  C1 1.529, S6 1.901, H9 1.067, H10 1.159
4 O -2.6518 0.2150 -1.0218  C2 1.449, S6 1.618
5 F -4.0447 -1.0323 0.2836  C2 1.409
6 S -2.2691 0.9304 0.3786  C2 1.779, C3 1.901, O4 1.618
7 H -0.3604 -0.5939 -1.3200  C1 1.108
8 H -0.1787 -1.2643 0.3172  C1 1.077
9 H -0.0109 1.0819 1.3871  C3 1.067
10 H 0.0542 1.5939 -0.3536  C3 1.159
11 H 1.0869 -0.4235 -0.3286  C1 1.009

The gap between HOMO and LUMO is 8.994 eV. The HOMO energy is -8.71 eV.

Entry two
The following is a DFT calculation (ωB97M-V/def2-TZVPD) of one molecule with the formula C3H5FOS.

Bonds (Å) are listed after each position.
Atoms and positions in Å:
1 C -0.1828 -1.0329 -1.5735  C2 1.296, H7 1.134, H8 1.119
2 C -0.7579 -0.5932 -0.4985  C1 1.296, F5 1.345, S6 1.829
3 C 0.4644 0.6427 1.5011  S6 1.838, H9 1.100, H10 1.051, H11 1.154
4 O 0.4222 1.8176 -0.9543  S6 1.506
5 F -1.3807 -1.3305 0.4376  C2 1.345
6 S -0.5052 1.1420 0.0215  C2 1.829, C3 1.838, O4 1.506
7 H 0.5351 -0.2478 -1.9674  C1 1.134
8 H -0.2619 -2.0225 -2.0889  C1 1.119
9 H -0.1380 1.2215 2.2173  C3 1.100
10 H 1.4579 0.9017 1.2786  C3 1.051
11 H 0.3468 -0.4986 1.6266  C3 1.154

The gap between HOMO and LUMO is 10.310 eV. The HOMO energy is -9.50 eV.

Which of them is the least stable? Correct choice: entry one.

Entry one
The following is a DFT calculation (ωB97M-V/def2-TZVPD) of one molecule with the formula C3H5FOS.

Bonds (Å) are listed after each position.
Atoms and positions in Å:
1 O 2.2445 1.0576 -0.1323  C2 1.223
2 C 1.3972 0.1854 -0.0034  O1 1.223, S3 1.785, C4 1.531
3 S 1.8702 -1.5361 -0.0296  C2 1.785, H7 1.423
4 C -0.0305 0.6209 0.3364  C2 1.531, C5 1.556, H8 1.107, H9 1.146
5 C -1.2623 -0.0101 -0.3750  C4 1.556, F6 1.296, H10 1.099, H11 1.091
6 F -1.4317 -1.1982 0.1142  C5 1.296
7 H 0.5027 -1.8734 0.1714  S3 1.423
8 H -0.0525 1.7019 0.0991  C4 1.107
9 H -0.2023 0.4975 1.4627  C4 1.146
10 H -0.9429 -0.1276 -1.4199  C5 1.099
11 H -2.0925 0.6820 -0.2238  C5 1.091

The gap between HOMO and LUMO is 10.720 eV. The SMILES is O=C(S)CCF. The HOMO energy is -10.04 eV.

Entry two
The following is a DFT calculation (ωB97M-V/def2-TZVPD) of a 2-piece molecular cluster, C3H5FOS overall.

Bonds (Å) are listed after each position.
Atoms and positions in Å:
1 C -0.7637 0.2413 -1.5540  C2 1.301, H7 1.146, H8 1.089
2 C -0.8189 0.8932 -0.4294  C1 1.301, F5 1.370, S6 1.799
3 C 0.6370 -0.9765 1.1083  S6 1.811, H9 1.120, H10 1.050, H11 1.097
4 O 2.2346 1.2331 -0.5827  no bonds
5 F -1.8306 1.7717 -0.1459  C2 1.370
6 S 0.3374 0.8022 0.9453  C2 1.799, C3 1.811
7 H 0.1129 -0.3330 -2.0165  C1 1.146
8 H -1.5337 0.4381 -2.2984  C1 1.089
9 H 1.0536 -1.5144 0.2192  C3 1.120
10 H -0.3131 -1.4027 1.2458  C3 1.050
11 H 1.2817 -1.2452 1.9545  C3 1.097

The gap between HOMO and LUMO (alpha / beta) is 7.951 / 8.132 eV. The HOMO energy (alpha / beta) is -9.44 / -9.50 eV.

Entry three
The following is a DFT calculation (ωB97M-V/def2-TZVPD) of one molecule with the formula C3H5FOS.

Bonds (Å) are listed after each position.
Atoms and positions in Å:
1 O 1.5925 -1.1656 0.1982  C2 1.277
2 C 0.3413 -1.4104 0.2775  O1 1.277, C3 1.578, H7 1.128
3 C -0.5917 -0.1710 0.5656  C2 1.578, F4 1.498, C5 1.489, H8 1.066
4 F -1.8407 -0.2505 -0.2567  C3 1.498
5 C 0.0895 1.0834 0.1415  C3 1.489, S6 1.786, H9 1.115, H10 1.003
6 S 0.1069 1.3544 -1.6236  C5 1.786, H11 1.560
7 H -0.2799 -2.3085 -0.0039  C2 1.128
8 H -0.8839 -0.3523 1.5752  C3 1.066
9 H -0.6566 1.8481 0.4596  C5 1.115
10 H 1.0316 1.2173 0.4570  C5 1.003
11 H 1.0910 0.1549 -1.7904  S6 1.560

The gap between HOMO and LUMO is 9.116 eV. The SMILES is O=C[C@H](F)CS. The HOMO energy is -9.24 eV.

Which of them is the least stable? Correct choice: entry two.